Density functional theory data (wB97M-V/def2-TZVPD) for a 2-piece molecular cluster, C28H43FN2O7SSi overall.

CARTESIAN COORDINATES (ANGSTROEM)
C (3.755, -4.683, -0.089)
C (4.564, -5.090, -1.313)
O (4.414, -6.217, -1.762)
N (5.478, -4.187, -1.944)
C (5.295, -2.785, -1.521)
C (6.163, -1.808, -2.316)
C (6.278, -0.472, -1.531)
C (4.968, -0.060, -0.846)
N (5.008, 1.357, -0.341)
C (3.708, 1.540, 0.430)
C (3.118, 2.935, 0.236)
C (2.469, 3.044, -1.177)
C (1.073, 3.657, -1.065)
C (0.004, 2.678, -0.519)
C (-1.294, 2.849, -1.339)
C (-2.406, 1.911, -0.877)
C (-3.634, 1.895, -1.836)
Si (-4.374, 0.177, -2.142)
C (-3.055, -1.136, -2.451)
C (-5.427, 0.337, -3.713)
C (-5.550, -0.318, -0.742)
C (-5.263, -0.167, 0.607)
C (-6.187, -0.515, 1.543)
C (-7.408, -1.018, 1.184)
C (-7.694, -1.210, -0.138)
C (-6.766, -0.860, -1.086)
S (6.226, 1.470, 0.803)
O (6.395, 0.264, 1.538)
O (7.400, 1.976, 0.204)
F (5.707, 2.546, 1.806)
H (4.340, -4.081, 0.613)
H (3.376, -5.541, 0.457)
H (2.910, -4.046, -0.368)
H (6.415, -4.513, -1.729)
H (5.594, -2.684, -0.472)
H (4.245, -2.533, -1.668)
H (7.183, -2.200, -2.354)
H (5.822, -1.645, -3.339)
H (7.049, -0.585, -0.769)
H (6.532, 0.340, -2.216)
H (4.178, -0.106, -1.597)
H (4.725, -0.680, 0.018)
H (3.011, 0.829, -0.010)
H (3.798, 1.246, 1.480)
H (3.858, 3.719, 0.391)
H (2.314, 3.076, 0.965)
H (2.440, 2.065, -1.665)
H (3.120, 3.659, -1.805)
H (1.149, 4.511, -0.384)
H (0.719, 4.061, -2.017)
H (0.336, 1.637, -0.507)
H (-0.259, 2.966, 0.505)
H (-1.028, 2.651, -2.384)
H (-1.571, 3.904, -1.253)
H (-2.732, 2.235, 0.111)
H (-1.977, 0.906, -0.855)
H (-3.318, 2.292, -2.809)
H (-4.387, 2.579, -1.435)
H (-2.396, -1.160, -1.578)
H (-3.567, -2.102, -2.479)
H (-2.504, -0.976, -3.376)
H (-4.833, 0.708, -4.551)
H (-5.854, -0.640, -3.955)
H (-6.256, 1.032, -3.555)
H (-4.302, 0.241, 0.911)
H (-5.988, -0.405, 2.605)
H (-8.141, -1.264, 1.942)
H (-8.643, -1.614, -0.469)
H (-7.043, -1.031, -2.119)
O (-1.974, -1.046, 6.975)
C (-2.116, -0.693, 5.821)
C (-2.925, 0.450, 5.424)
C (-3.047, 0.768, 4.129)
O (-3.774, 1.804, 3.715)
C (-2.367, -0.030, 3.054)
O (-2.534, 0.303, 1.894)
C (-1.542, -1.157, 3.450)
C (-1.416, -1.475, 4.745)
O (-0.673, -2.494, 5.162)
H (-3.410, 1.015, 6.207)
H (-3.701, 1.815, 2.742)
H (-1.046, -1.714, 2.667)
H (-0.755, -2.506, 6.135)

Calculated values
- SMILES string: CC(=O)NCCCCN(CCCCCCCC[Si](C)(C)c1ccccc1)S(=O)(=O)F.O=C1C=C(O)C(=O)C=C1O
- Lowest unoccupied orbital energy: -1.790 eV
- HOMO-LUMO gap: 7.6 eV

Density functional theory data (wB97M-V/def2-TZVPD) for one molecule with the formula C2H4N4.

CARTESIAN COORDINATES (ANGSTROEM)
N (0.908, 0.398, -1.415)
N (0.152, 0.106, -0.382)
C (0.149, -1.145, 0.120)
N (-0.505, -1.198, 1.266)
C (-0.993, 0.164, 1.358)
N (-0.608, 0.965, 0.381)
H (0.305, 0.833, -2.201)
H (1.411, 1.221, -1.091)
H (0.829, -1.860, -0.197)
H (-1.648, 0.515, 2.161)

Calculated values
- SMILES string: Nn1cncn1
- Lowest unoccupied orbital energy: 1.037 eV
- Relative energy (zero: lowest compared OMol25 entry of this formula, charge and spin): 1.794 eV
- HOMO-LUMO gap: 11.0 eV

Density functional theory data (wB97M-V/def2-TZVPD) for H10O21S2V4 as an isolated structure.

CARTESIAN COORDINATES (ANGSTROEM)
O (-2.097, 2.851, 0.225)
V (-0.607, 3.257, 0.588)
O (-0.106, 4.367, -0.419)
O (-4.042, -1.318, 0.171)
V (-3.210, -0.704, 1.370)
O (-2.606, -1.913, 2.151)
O (0.276, -3.314, -0.123)
V (1.298, -2.605, -1.060)
O (2.640, -2.279, -0.270)
O (0.093, -2.224, 3.613)
V (0.846, -0.865, 3.323)
O (2.386, -1.191, 3.395)
S (-0.017, 0.033, 0.087)
O (-1.454, -0.178, 0.148)
O (0.582, -0.517, 1.319)
O (0.585, -0.690, -1.075)
O (0.296, 1.466, -0.005)
S (-1.545, 1.444, 3.375)
O (-0.706, 2.235, 2.416)
O (-2.053, 2.260, 4.378)
O (-2.639, 0.749, 2.619)
O (-0.681, 0.335, 3.935)
O (2.978, 1.314, 0.707)
H (3.278, 0.957, 1.550)
H (2.023, 1.200, 0.701)
O (0.161, 0.636, -3.477)
H (0.325, 0.051, -2.720)
H (0.637, 0.247, -4.217)
O (-2.066, -0.755, -2.569)
H (-1.655, -0.029, -3.070)
H (-1.711, -0.655, -1.673)
O (-0.075, -2.595, -2.776)
H (-0.860, -1.962, -2.869)
H (0.148, -2.890, -3.666)
O (3.467, 0.865, -2.201)
H (3.097, 1.692, -2.524)
H (3.014, 0.724, -1.358)

Calculated values
- Lowest unoccupied orbital energy: -2.821 eV
- Relative energy (zero: lowest compared OMol25 entry of this formula, charge and spin): 0.000 eV
- HOMO-LUMO gap: 8.3 eV

Density functional theory data (wB97M-V/def2-TZVPD) for one molecule with the formula C4H6N2.

CARTESIAN COORDINATES (ANGSTROEM)
N (2.105, 0.109, -0.357)
C (0.719, 0.056, -0.139)
C (-0.290, 0.683, -0.998)
C (-1.487, 0.393, -0.319)
N (-1.282, -0.359, 0.773)
C (0.091, -0.570, 0.900)
H (2.648, 0.220, 0.492)
H (2.345, 0.846, -1.007)
H (-0.865, -0.056, -1.682)
H (-2.467, 0.715, -0.649)
H (-1.991, -0.867, 1.275)
H (0.475, -1.170, 1.711)

Calculated values
- SMILES string: Nc1cc[nH]c1
- Lowest unoccupied orbital energy: 0.920 eV
- Relative energy (zero: lowest compared OMol25 entry of this formula, charge and spin): 2.809 eV
- HOMO-LUMO gap: 8.8 eV

Density functional theory data (wB97M-V/def2-TZVPD) for a 2-piece molecular cluster, C24H34FOSi overall.

CARTESIAN COORDINATES (ANGSTROEM)
C (0.213, -1.890, 1.942)
C (1.107, -0.879, 2.636)
C (0.903, -0.901, 4.140)
Si (1.007, 0.884, 1.883)
C (0.658, 2.216, 3.225)
C (-0.650, 2.959, 3.014)
C (1.808, 3.194, 3.402)
C (2.640, 1.291, 0.966)
C (2.411, 1.634, -0.494)
C (3.716, 0.230, 1.115)
O (-0.207, 0.928, 0.713)
C (-1.500, 0.629, 1.040)
C (-2.502, 0.657, 0.168)
H (0.437, -2.905, 2.280)
H (-0.836, -1.703, 2.172)
H (0.331, -1.858, 0.857)
H (2.150, -1.141, 2.424)
H (1.021, -1.912, 4.536)
H (1.618, -0.260, 4.659)
H (-0.104, -0.570, 4.397)
H (0.574, 1.607, 4.133)
H (-0.784, 3.730, 3.777)
H (-0.657, 3.455, 2.043)
H (-1.515, 2.296, 3.063)
H (1.616, 3.877, 4.232)
H (2.753, 2.685, 3.605)
H (1.930, 3.808, 2.508)
H (2.969, 2.196, 1.489)
H (3.349, 1.931, -0.973)
H (2.026, 0.768, -1.036)
H (1.693, 2.449, -0.613)
H (4.646, 0.550, 0.639)
H (3.940, 0.017, 2.164)
H (3.411, -0.700, 0.630)
H (-1.690, 0.359, 2.070)
H (-3.514, 0.425, 0.439)
H (-2.298, 0.927, -0.846)
F (-7.058, -6.273, 3.296)
C (-6.360, -5.142, 3.028)
C (-5.592, -4.539, 4.009)
C (-4.888, -3.387, 3.729)
C (-4.945, -2.831, 2.477)
C (-5.712, -3.414, 1.449)
C (-5.694, -2.768, 0.188)
C (-6.282, -3.068, -1.065)
C (-5.990, -2.195, -2.133)
C (-6.497, -2.406, -3.389)
C (-7.319, -3.489, -3.635)
C (-7.629, -4.361, -2.611)
C (-7.125, -4.162, -1.351)
C (-6.418, -4.589, 1.770)
H (-5.563, -4.989, 4.984)
H (-4.292, -2.923, 4.495)
H (-4.391, -1.935, 2.265)
H (-5.097, -1.871, 0.176)
H (-5.348, -1.351, -1.949)
H (-6.253, -1.723, -4.185)
H (-7.718, -3.654, -4.622)
H (-8.271, -5.206, -2.799)
H (-7.398, -4.862, -0.593)
H (-7.032, -5.099, 1.062)

Calculated values
- Lowest unoccupied orbital energy: -6.167 eV
- HOMO-LUMO gap: 4.7 eV
- Total charge: +1

Density functional theory data (wB97M-V/def2-TZVPD) for C21H12Cl6IrNO5S as an isolated structure.

CARTESIAN COORDINATES (ANGSTROEM)
Ir (-0.064, 2.812, -0.549)
O (2.215, 2.477, -0.463)
N (2.731, 2.031, 0.659)
C (4.062, 1.666, 0.665)
C (4.649, 1.152, 1.768)
C (3.919, 1.016, 2.981)
C (2.618, 1.516, 3.008)
C (2.024, 2.041, 1.882)
S (0.494, 2.833, 1.953)
H (4.559, 1.806, -0.282)
H (5.687, 0.861, 1.723)
H (4.371, 0.575, 3.852)
H (2.046, 1.521, 3.923)
O (0.150, 5.760, -1.014)
C (0.458, 4.647, -1.195)
C (2.577, -3.692, -0.507)
C (1.145, -3.889, -0.891)
C (0.756, -4.900, -1.748)
C (-0.580, -5.047, -2.091)
Cl (-1.041, -6.339, -3.150)
C (-1.538, -4.177, -1.608)
C (-1.161, -3.161, -0.744)
C (0.171, -3.020, -0.367)
O (0.633, -2.099, 0.513)
C (-0.276, -1.246, 1.151)
C (-0.875, -0.110, 0.221)
O (-2.089, -0.050, 0.121)
O (0.016, 0.611, -0.278)
H (3.212, -4.425, -0.998)
H (2.692, -3.777, 0.573)
H (2.897, -2.689, -0.787)
H (1.495, -5.581, -2.147)
H (-2.572, -4.285, -1.899)
H (-1.913, -2.475, -0.389)
H (0.301, -0.740, 1.930)
H (-1.115, -1.791, 1.599)
Cl (-2.343, 4.586, 1.501)
C (-3.027, 3.551, 0.306)
C (-2.178, 2.972, -0.634)
C (-2.805, 2.220, -1.631)
Cl (-1.782, 1.581, -2.861)
C (-4.177, 1.989, -1.664)
Cl (-4.894, 1.069, -2.923)
C (-4.976, 2.529, -0.662)
Cl (-6.661, 2.214, -0.636)
C (-4.406, 3.345, 0.308)
Cl (-5.402, 4.112, 1.478)

Calculated values
- Spin multiplicity: 2
- ⟨S²⟩: 0.7560
- Lowest unoccupied orbital energy (alpha / beta): 2.182 / 2.000 eV
- Relative energy (zero: lowest compared OMol25 entry of this formula, charge and spin): 2.196 eV
- HOMO-LUMO gap (alpha / beta): 6.8 / 7.1 eV
- Total charge: -1